# 1
DFT (the ωB97M-V functional and the def2-TZVPD basis) results for a cluster of 2 separate species, C2H4Cl4O in total.

XYZ file:
```
11
Properties=species:S:1:pos:R:3:forces:R:3:nbo_charge:R:1
Cl 0.0000 0.0000 0.0000 0.31 0.05 -0.06 -0.0306
C -1.3811 1.1031 -0.1826 0.09 -0.24 0.48 -0.4326
C -2.3466 0.5434 -1.2772 0.45 -0.58 1.05 -0.1400
Cl -3.7162 1.5800 -1.4523 -0.68 0.79 0.12 0.0612
Cl -1.5420 0.3899 -2.8222 0.32 -0.02 -0.26 0.0515
Cl -2.9711 -1.0953 -0.7775 0.37 0.60 -0.06 -0.0023
H -1.8111 1.1129 0.8374 -0.39 0.04 -0.90 0.2447
H -0.9824 2.1149 -0.3894 -0.47 -0.64 -0.36 0.2479
O -6.6373 0.6008 1.4601 0.73 0.72 0.71 -0.9386
H -6.8859 1.4062 1.9678 0.30 -0.87 -0.53 0.4691
H -5.6772 0.4812 1.6392 -1.03 0.14 -0.20 0.4697
```
Positions in Å, forces in eV/Å.

Total energy (Ha): -1994.60219
E_HOMO (eV): -11.059
SMILES string: ClCC(Cl)(Cl)Cl.O



# 2
DFT (the ωB97M-V functional and the def2-TZVPD basis) results for an isolated molecule of C4H8O2.

XYZ file:
```
14
Properties=species:S:1:pos:R:3:forces:R:3:nbo_charge:R:1
C -0.6512 1.2228 0.8718 -0.05 -0.03 0.04 -0.6253
C 0.6665 0.5164 0.5317 0.10 0.04 0.01 -0.4216
C 0.7031 -0.5470 -0.6078 -0.01 -0.03 -0.05 -0.0135
O 1.0637 -1.7932 -0.0488 -0.13 -0.16 -0.03 -0.7052
C -0.6388 -0.7173 -1.3050 -0.36 -0.36 0.29 0.4252
O -1.4326 -1.5427 -0.9065 0.37 0.48 -0.33 -0.5347
H -0.5630 1.6642 1.8685 -0.02 0.01 -0.13 0.2194
H -1.4984 0.5330 0.9060 0.09 0.01 -0.01 0.2141
H -0.9083 2.0359 0.1833 0.11 -0.19 -0.01 0.2050
H 0.9898 -0.0913 1.3878 -0.06 0.40 -0.07 0.2317
H 1.4431 1.2662 0.3557 -0.06 -0.09 0.03 0.2104
H 1.4690 -0.3039 -1.3574 -0.20 0.01 0.18 0.1910
H 0.2355 -2.1601 0.3019 0.17 -0.13 -0.11 0.4794
H -0.8785 -0.0829 -2.1810 0.04 0.04 0.18 0.1242
```
Positions in Å, forces in eV/Å.

Total energy (Ha): -307.66215
E_HOMO (eV): -10.090
SMILES string: CC[C@@H](O)C=O



# 3
DFT (the ωB97M-V functional and the def2-TZVPD basis) results for a structure of composition C20H23AsF6N8S2Sr.

XYZ file:
```
61
Properties=species:S:1:pos:R:3:forces:R:3:nbo_charge:R:1
Sr -0.1835 1.1616 -0.5833 1.39 -1.77 -0.64 1.7808
C -3.0252 -2.5337 0.3991 -0.06 0.03 0.01 -0.6930
C -2.3262 -1.2921 -0.0596 -0.16 0.10 -0.18 0.2846
N -1.2515 -0.8461 0.4820 -0.13 -0.57 0.29 -0.3742
N -0.8408 -1.5451 1.6097 0.12 0.25 -0.18 -0.4258
C 0.3268 -1.2185 2.0794 -0.06 0.04 -0.02 0.2736
N 0.6091 -1.6984 3.3367 0.13 -0.06 0.09 -0.8326
S 1.5835 -0.2138 1.3706 -0.26 -0.23 0.11 -0.1817
C -2.9144 -0.4758 -1.1804 0.20 -0.14 0.15 0.1623
C -4.2859 -0.4275 -1.3701 -0.07 -0.02 -0.01 -0.2222
C -4.8016 0.4210 -2.3385 -0.04 -0.01 0.00 -0.1288
C -3.9368 1.1621 -3.1245 -0.01 -0.11 0.03 -0.2343
C -2.5794 1.0271 -2.8929 0.00 -0.07 0.04 0.0639
N -2.0749 0.2515 -1.9337 -0.48 -0.36 -0.29 -0.5376
H -2.2998 -3.3388 0.5038 0.01 0.00 0.01 0.2556
H -3.8016 -2.8385 -0.2977 0.02 0.00 0.01 0.2264
H -3.4639 -2.3844 1.3873 -0.01 0.01 0.00 0.2517
H 0.0112 -2.4461 3.6578 0.00 -0.04 -0.01 0.4076
H 1.5852 -1.7732 3.5767 0.01 -0.06 -0.02 0.4128
H -4.9456 -1.0151 -0.7478 -0.01 0.02 -0.01 0.2325
H -5.8720 0.5028 -2.4717 0.00 -0.01 -0.01 0.2345
H -4.2980 1.8297 -3.8927 0.00 -0.01 -0.01 0.2398
H -1.8609 1.5740 -3.4930 -0.01 0.04 0.03 0.2059
C 2.9253 4.4727 -1.6114 0.04 -0.05 -0.02 -0.2384
C 3.5792 4.0234 -2.7458 0.02 0.03 -0.01 -0.1345
C 3.4127 2.7095 -3.1540 0.04 0.02 -0.06 -0.2224
C 2.5807 1.8755 -2.4227 -0.06 -0.16 0.06 0.1652
N 1.9318 2.3188 -1.3366 0.44 0.22 -0.15 -0.5315
C 2.1133 3.5788 -0.9364 0.04 -0.07 -0.10 0.0700
C 2.3603 0.4355 -2.7920 0.00 0.19 0.12 0.1769
C 3.1962 -0.2264 -3.6788 0.06 -0.04 -0.03 -0.2225
C 2.9591 -1.5620 -3.9587 0.02 -0.01 -0.03 -0.1367
C 1.8970 -2.2034 -3.3460 0.01 -0.01 0.00 -0.2430
C 1.1113 -1.4707 -2.4744 -0.01 0.05 0.01 0.0693
N 1.3305 -0.1863 -2.2002 0.24 0.01 -0.30 -0.5162
H 3.0319 5.4878 -1.2582 0.01 0.00 0.00 0.2392
H 4.2148 4.6886 -3.3147 0.00 0.00 0.01 0.2337
H 3.9143 2.3533 -4.0416 -0.01 0.02 0.00 0.2266
H 1.5800 3.8831 -0.0432 -0.05 0.01 -0.01 0.2147
H 4.0353 0.2795 -4.1327 0.00 -0.01 0.00 0.2272
H 3.6042 -2.0954 -4.6440 0.00 0.00 0.00 0.2337
H 1.6813 -3.2457 -3.5315 0.00 0.00 0.00 0.2363
H 0.2679 -1.9273 -1.9683 -0.01 0.00 0.00 0.2036
F -0.8103 2.5050 1.0826 -0.42 1.09 0.94 -0.6888
As -1.9488 3.6359 0.2295 -0.04 0.52 0.50 2.8350
F -0.7454 4.8384 0.4125 0.08 0.16 -0.03 -0.6051
F -1.1042 3.1373 -1.2795 -0.62 0.89 -0.01 -0.6720
F -2.9878 4.6218 -0.6700 -0.10 0.03 -0.04 -0.5842
F -2.9557 2.2419 0.0758 -0.02 -0.03 -0.21 -0.6183
F -2.6314 4.0248 1.7464 -0.12 -0.01 0.08 -0.6055
C -1.7154 1.2487 4.5193 0.08 0.01 0.01 -0.4400
N -0.3241 1.0666 4.1401 -0.03 0.21 -0.09 -0.5718
C 0.4839 2.0507 3.7814 -0.03 0.02 0.01 0.3434
N 0.0558 3.3094 3.8661 0.08 0.00 0.05 -0.7601
S 2.0873 1.7272 3.2346 -0.14 -0.04 0.05 -0.0383
H -2.1320 0.2742 4.7555 -0.02 0.00 -0.02 0.2336
H -2.2889 1.6885 3.7020 -0.02 0.02 -0.04 0.2204
H -1.7989 1.8787 5.4069 -0.01 -0.01 0.01 0.2094
H 0.0542 0.1296 4.0894 0.01 -0.12 0.01 0.4448
H -0.8845 3.5429 4.1403 0.01 0.00 -0.03 0.4161
H 0.6588 4.0482 3.5491 -0.04 -0.01 -0.06 0.4280
```
Positions in Å, forces in eV/Å.

Multiplicity: 2
Charge: +1
Total energy (Ha): -4876.13532
E_HOMO (alpha / beta) (eV): -10.318 / -11.166
<S²>: 0.757



# 4
DFT (the ωB97M-V functional and the def2-TZVPD basis) results for a structure of composition C25H21ClMoN4O7.

XYZ file:
```
59
Properties=species:S:1:pos:R:3:forces:R:3:nbo_charge:R:1
Mo -0.5652 0.6773 -0.2144 -0.39 -0.27 -0.10 1.5123
O -2.6480 -5.4141 2.8911 -0.02 0.01 -0.08 -0.3567
N -2.4682 -4.5272 3.6975 0.14 -0.05 -0.05 0.5332
O -2.5988 -4.6249 4.8893 -0.08 0.01 0.09 -0.3156
C -2.0019 -3.2098 3.1790 -0.05 0.02 -0.05 0.0398
C -1.6176 -2.3211 4.1152 0.03 0.04 0.02 -0.1109
C -1.1230 -1.0299 3.7475 0.00 -0.01 0.04 -0.0911
C -0.7151 -0.0531 4.6751 0.00 -0.02 0.02 -0.0594
C -0.2626 1.1584 4.2160 0.01 0.01 0.00 -0.2259
C -0.2179 1.3954 2.8400 -0.01 0.00 -0.01 0.1305
N -0.5903 0.4830 1.9546 -0.07 -0.01 -0.07 -0.4666
C -1.0386 -0.7149 2.3981 0.04 0.00 -0.03 0.2480
C -1.4524 -1.6592 1.4092 -0.01 0.02 0.00 0.1446
N -1.3552 -1.2432 0.1148 0.14 0.06 -0.08 -0.4446
C -1.7732 -2.0356 -0.8664 -0.02 0.00 -0.01 0.1180
C -2.3015 -3.2919 -0.6015 -0.01 -0.01 0.00 -0.2334
C -2.3951 -3.7382 0.6953 0.00 0.01 0.06 -0.0648
C -1.9580 -2.9157 1.7601 -0.02 -0.04 0.01 -0.0022
H -1.6847 -2.5992 5.1586 0.00 0.01 -0.01 0.2827
H -0.7653 -0.2625 5.7362 0.00 0.00 0.00 0.2555
H 0.0534 1.9359 4.8961 0.00 0.00 0.00 0.2642
H 0.1211 2.3461 2.4483 0.00 0.00 0.00 0.2348
H -1.6860 -1.6482 -1.8724 0.00 0.00 0.00 0.2375
H -2.6394 -3.9095 -1.4209 0.00 0.00 0.00 0.2637
H -2.8059 -4.7110 0.9046 -0.01 -0.03 0.01 0.2841
O -2.7542 0.9959 -1.0424 -0.03 0.03 0.11 -0.7840
Cl -3.0379 2.0069 -0.0118 -0.20 0.02 0.17 2.5246
O -3.6976 3.1305 -0.5098 0.12 -0.08 -0.01 -0.6741
O -3.6164 1.4134 1.1299 0.01 0.11 -0.13 -0.7318
O -1.5849 2.3992 0.3622 0.14 -0.07 0.00 -0.7955
C 0.9744 1.3327 -5.4552 0.01 -0.02 -0.02 -0.4229
N 0.0391 0.8272 -4.4303 -0.01 0.00 0.01 -0.3073
C -1.2340 0.2147 -4.8315 0.00 0.01 -0.01 -0.4281
C 0.3564 0.9150 -3.1771 0.09 -0.03 0.03 0.5557
O -0.3976 0.4649 -2.2520 -0.13 0.03 -0.03 -0.6882
H 0.5331 1.1702 -6.4323 0.00 0.00 0.00 0.2432
H 1.9182 0.7949 -5.4048 0.00 0.00 0.00 0.2332
H 1.1414 2.3988 -5.3191 0.00 0.00 0.00 0.2342
H -1.4670 0.5300 -5.8429 0.00 0.01 0.00 0.2413
H -2.0240 0.5402 -4.1593 0.01 -0.01 0.01 0.2379
H -1.1516 -0.8715 -4.8048 0.01 0.00 -0.01 0.2268
H 1.3048 1.3967 -2.9328 0.01 -0.02 0.01 0.1906
C 3.7496 3.5833 -0.4237 0.00 -0.01 0.01 -0.2032
C 2.3488 3.6679 -0.5787 0.02 0.00 0.00 -0.1452
C 1.5790 2.5419 -0.4646 0.12 0.09 -0.07 -0.2846
C 2.1671 1.2767 -0.1892 -0.01 0.05 0.09 0.0080
C 1.3683 0.1068 -0.0133 0.21 0.22 0.04 -0.3030
C 1.9658 -1.0979 0.2710 -0.03 -0.03 0.01 -0.1797
C 3.3679 -1.1852 0.3732 0.02 0.01 0.01 -0.1964
C 4.1448 -0.0656 0.2340 0.00 0.00 0.00 -0.1277
C 3.5695 1.2003 -0.0371 0.03 -0.03 -0.02 -0.0866
C 4.3440 2.3806 -0.1655 -0.01 -0.01 -0.01 -0.1331
H 4.3480 4.4793 -0.5131 0.00 0.00 0.00 0.2461
H 1.8885 4.6247 -0.7863 0.00 0.00 0.00 0.2399
H 0.5029 2.6984 -0.6151 -0.01 -0.03 0.02 0.1950
H 1.3730 -1.9948 0.4131 0.01 0.00 0.00 0.2178
H 3.8298 -2.1417 0.5770 0.00 0.00 0.00 0.2416
H 5.2208 -0.1372 0.3334 0.00 0.00 0.00 0.2397
H 5.4190 2.3156 -0.0522 0.00 0.00 0.00 0.2381
```
Positions in Å, forces in eV/Å.

Multiplicity: 3
Charge: +2
Total energy (Ha): -2238.51374
E_HOMO (alpha / beta) (eV): -14.046 / -14.105
<S²>: 2.016